{"formula": "C2H6N2O3", "method": "ωB97M-V with the def2-TZVPD basis set", "symbols": ["C", "N", "O", "O", "H", "H", "H", "C", "H", "H", "H", "O", "N"], "coordinates": [[-2.2549, 0.9327, 1.4724], [5.7188, -1.9834, -1.7906], [-1.9348, 1.9668, -1.9036], [-1.2961, 0.1422, 1.1096], [6.6815, -2.0895, -2.1743], [5.4565, -2.7293, -2.5436], [-1.1896, -0.6410, 1.5767], [-2.8820, 2.0039, -1.2717], [-3.9427, 1.1104, 2.7403], [-2.9340, -0.3459, 2.9694], [5.4236, -1.0541, -1.9965], [-3.8933, 2.0793, -0.7388], [-2.9532, 0.6080, 2.5507]], "total_energy_ha": -414.85849, "spin_multiplicity": 3, "e_above_lowest_kj_mol": 100.9, "homo_energy_ev": [-5.18, -10.43], "max_force_ev_per_a": 6.993}